(1)
33
Properties=species:S:1:pos:R:3:mulliken_charge:R:1 method="wB97M-V/def2-TZVPD" homo_ha=-0.2843 homo_lumo_gap_ev=5.38 de_lowest_kcal_mol=0.0
Cl -3.07 3.99 1.30 -0.15
C -2.17 2.58 1.71 0.39
C -2.83 1.40 2.05 0.06
Cl -4.53 1.28 2.09 -0.14
C -2.10 0.17 2.35 0.59
O -2.61 -0.95 2.40 -0.59
C -0.60 0.34 2.63 0.23
O 0.02 -0.53 3.24 -0.60
C 0.01 1.55 2.11 0.26
Cl 1.71 1.56 2.09 -0.11
C -0.74 2.63 1.66 0.14
Cl 0.04 4.01 1.04 -0.14
C 2.10 2.37 -3.05 -1.10
C 1.05 1.32 -2.85 -0.24
O 1.24 0.81 -1.48 -0.21
C 0.24 0.00 -1.02 0.06
C 0.76 -1.11 -0.26 -0.08
S -0.29 -2.36 0.09 0.32
C -0.02 -3.56 -1.25 -1.06
C 0.52 -3.21 1.47 -0.88
O -0.96 0.23 -1.22 -0.73
H 2.21 2.63 -4.11 0.37
H 1.83 3.28 -2.49 0.24
H 3.06 2.00 -2.67 0.29
H 0.04 1.71 -2.99 0.31
H 1.22 0.48 -3.55 0.27
H 1.81 -1.13 0.04 0.45
H -0.44 -3.14 -2.17 0.35
H 1.06 -3.72 -1.36 0.32
H -0.53 -4.50 -0.99 0.40
H 0.42 -2.57 2.35 0.21
H 0.00 -4.17 1.63 0.42
H 1.57 -3.37 1.20 0.34

(2)
179
Properties=species:S:1:pos:R:3:mulliken_charge:R:1 method="wB97M-V/def2-TZVPD" homo_ha=-0.3794 smiles="CCOC(=O)C(F)(F)F.CCOS(C)(=O)=O.CCOS(C)(=O)=O.CCOS(C)(=O)=O.CCOS(C)(=O)=O.CCOS(C)(=O)=O.CCOS(C)(=O)=O.CCOS(C)(=O)=O.CCOS(C)(=O)=O.CCOS(C)(=O)=O.CCOS(C)(=O)=O.CCOS(C)(=O)=O" homo_lumo_gap_ev=10.31 de_lowest_kcal_mol=0.0
O 4.30 2.44 -2.69 -0.63
S 3.08 3.15 -2.43 1.02
O 1.83 2.39 -2.48 -0.26
O 3.26 3.83 -0.98 -0.34
C 3.11 2.98 0.14 0.50
C 2.12 3.51 1.17 -0.84
C 2.88 4.70 -3.36 -0.80
H 4.06 2.93 0.68 0.23
H 2.70 2.00 -0.16 -0.28
H 1.09 3.45 0.81 -0.24
H 2.25 4.59 1.29 0.39
H 2.21 2.92 2.08 0.40
H 3.60 5.44 -3.01 0.35
H 1.85 4.97 -3.18 0.08
H 2.97 4.38 -4.39 0.43
O -4.88 6.69 1.54 -0.62
S -4.63 6.49 2.96 1.20
O -5.71 6.51 3.93 -0.61
O -3.63 5.23 3.18 -0.31
C -3.73 4.19 2.22 -0.13
C -2.79 3.03 2.54 -0.26
C -3.48 7.80 3.45 -0.91
H -3.57 4.48 1.18 0.21
H -4.74 3.78 2.14 0.31
H -3.01 2.53 3.49 0.29
H -1.79 3.47 2.61 0.58
H -2.68 2.28 1.76 -0.73
H -2.89 7.35 4.24 0.31
H -4.04 8.67 3.79 0.38
H -2.76 8.01 2.67 0.25
O 3.60 -4.47 -1.88 -0.34
S 5.00 -4.68 -1.76 0.97
O 5.80 -5.29 -2.81 -0.63
O 5.72 -3.27 -1.43 -0.29
C 7.14 -3.26 -1.15 -0.27
C 7.84 -2.60 -2.36 -1.33
C 5.31 -5.58 -0.22 -0.72
H 7.45 -4.30 -1.11 0.61
H 7.38 -2.78 -0.20 0.17
H 8.90 -2.65 -2.08 0.40
H 7.40 -1.61 -2.40 0.26
H 7.68 -3.18 -3.26 0.38
H 6.31 -6.00 -0.19 0.40
H 4.56 -6.37 -0.26 0.43
H 5.06 -4.95 0.63 -0.01
O 9.14 1.07 3.74 -0.62
S 9.45 1.62 2.45 1.14
O 10.62 1.12 1.76 -0.63
O 8.19 1.48 1.46 -0.21
C 8.00 0.25 0.74 -0.39
C 6.53 0.33 0.28 -0.90
C 9.49 3.43 2.41 -0.92
H 8.10 -0.68 1.29 0.26
H 8.72 0.25 -0.08 0.34
H 5.82 0.26 1.11 0.25
H 6.29 -0.56 -0.31 0.10
H 6.27 1.19 -0.35 0.55
H 9.72 3.75 1.39 0.31
H 10.28 3.78 3.06 0.39
H 8.50 3.78 2.68 0.32
O -4.14 -6.34 2.80 -0.61
S -4.95 -6.29 1.62 1.13
O -6.36 -6.54 1.73 -0.64
O -4.73 -4.90 0.78 -0.28
C -4.22 -3.82 1.55 -0.74
C -3.93 -2.59 0.73 0.39
C -4.25 -7.45 0.42 -0.37
H -3.28 -4.10 2.03 0.38
H -4.87 -3.68 2.43 0.45
H -3.59 -1.81 1.42 -0.19
H -4.83 -2.27 0.21 -0.13
H -3.04 -2.75 0.12 0.06
H -4.18 -8.40 0.93 0.38
H -3.25 -7.13 0.15 -0.16
H -4.85 -7.50 -0.48 0.34
O 2.01 -3.80 3.56 -0.61
S 3.35 -4.31 3.63 1.33
O 3.75 -5.33 2.70 -0.60
O 4.38 -3.10 3.57 -0.21
C 5.78 -3.35 3.86 -0.59
C 6.54 -2.26 3.13 -0.75
C 3.43 -5.06 5.30 -1.24
H 6.03 -4.34 3.48 0.46
H 5.90 -3.36 4.95 0.38
H 6.29 -2.24 2.07 -0.13
H 7.61 -2.46 3.24 0.48
H 6.33 -1.29 3.57 0.32
H 4.37 -5.58 5.45 0.36
H 2.62 -5.77 5.41 0.40
H 3.37 -4.25 6.03 0.38
O -4.40 -0.17 -1.20 -0.29
S -5.65 0.27 -1.72 1.32
O -5.80 1.55 -2.38 -0.71
O -6.21 -0.88 -2.72 -0.39
C -5.23 -1.52 -3.57 0.24
C -5.53 -3.02 -3.33 -1.15
C -6.94 0.14 -0.46 -0.65
H -4.24 -1.29 -3.20 0.01
H -5.37 -1.23 -4.61 0.31
H -4.96 -3.30 -2.44 0.13
H -5.25 -3.75 -4.09 0.41
H -6.59 -3.14 -3.14 0.31
H -6.70 0.88 0.29 -0.15
H -6.96 -0.89 -0.11 0.24
H -7.82 0.39 -1.06 0.50
O -1.65 -5.91 0.35 -0.47
S -0.29 -6.25 -0.02 1.07
O 0.24 -7.56 0.25 -0.69
O -0.15 -6.05 -1.64 -0.44
C -1.08 -5.05 -2.20 0.37
C -0.59 -4.89 -3.64 -1.48
C 0.82 -4.86 0.42 -0.60
H -1.15 -4.12 -1.65 0.13
H -1.99 -5.65 -2.16 0.29
H 0.28 -4.23 -3.60 0.29
H -1.31 -4.39 -4.29 0.39
H -0.35 -5.82 -4.15 0.36
H 0.06 -4.09 0.61 0.15
H 1.34 -4.36 -0.40 0.34
H 1.35 -5.05 1.35 0.18
O -7.07 1.52 5.74 -0.67
S -5.71 1.82 5.34 1.29
O -4.59 0.99 5.70 -0.63
O -5.77 2.04 3.75 -0.17
C -6.20 0.92 2.97 -1.23
C -5.06 0.08 2.41 -0.30
C -5.28 3.50 5.85 -0.93
H -6.77 1.34 2.14 0.26
H -6.91 0.27 3.47 0.51
H -4.37 -0.20 3.21 0.65
H -4.43 0.65 1.72 0.02
H -5.44 -0.81 1.91 0.25
H -5.38 3.44 6.94 0.48
H -6.06 4.21 5.61 0.30
H -4.26 3.67 5.53 0.22
O -3.24 -0.14 -5.10 -0.55
S -1.95 0.31 -5.53 1.29
O -1.04 -0.60 -6.14 -0.68
O -2.24 1.44 -6.64 -0.38
C -3.22 2.44 -6.42 0.04
C -3.86 2.77 -7.78 -1.40
C -1.10 1.28 -4.26 -0.54
H -2.90 3.39 -5.98 0.26
H -4.00 2.05 -5.77 0.25
H -4.68 3.47 -7.78 0.38
H -3.99 1.89 -8.41 0.34
H -3.10 3.37 -8.30 0.32
H -0.05 1.01 -4.24 0.38
H -1.62 1.13 -3.31 -0.06
H -1.29 2.33 -4.50 0.30
O 1.48 6.95 -1.45 -0.63
S 0.08 6.93 -1.81 1.35
O -0.31 6.50 -3.14 -0.61
O -0.77 6.11 -0.68 -0.24
C -1.06 4.75 -0.99 1.01
C -2.48 4.47 -1.47 -1.45
C -0.62 8.58 -1.47 -1.02
H -0.83 4.13 -0.12 -0.44
H -0.35 4.29 -1.69 0.03
H -3.17 5.17 -1.00 0.40
H -2.87 3.47 -1.27 0.24
H -2.56 4.50 -2.56 0.36
H -0.77 9.05 -2.43 0.35
H 0.13 9.16 -0.93 0.36
H -1.48 8.46 -0.83 0.26
C 2.92 -1.84 0.63 -0.35
C 2.20 -1.08 -0.46 -0.72
O 1.20 -0.10 -0.08 0.08
C -0.03 -0.53 0.03 -0.58
O -0.39 -1.67 0.00 -0.69
C -1.02 0.64 0.27 1.11
F -1.69 0.75 -0.90 -0.18
F -1.93 0.37 1.19 -0.12
F -0.43 1.83 0.44 0.13
H 2.34 -2.56 1.21 -0.18
H 3.37 -1.14 1.33 0.44
H 3.71 -2.36 0.09 0.29
H 1.62 -1.76 -1.08 0.34
H 2.88 -0.60 -1.17 0.45

Repeat the first record exactly.
33
Properties=species:S:1:pos:R:3:mulliken_charge:R:1 method="wB97M-V/def2-TZVPD" homo_ha=-0.2843 homo_lumo_gap_ev=5.38 de_lowest_kcal_mol=0.0
Cl -3.07 3.99 1.30 -0.15
C -2.17 2.58 1.71 0.39
C -2.83 1.40 2.05 0.06
Cl -4.53 1.28 2.09 -0.14
C -2.10 0.17 2.35 0.59
O -2.61 -0.95 2.40 -0.59
C -0.60 0.34 2.63 0.23
O 0.02 -0.53 3.24 -0.60
C 0.01 1.55 2.11 0.26
Cl 1.71 1.56 2.09 -0.11
C -0.74 2.63 1.66 0.14
Cl 0.04 4.01 1.04 -0.14
C 2.10 2.37 -3.05 -1.10
C 1.05 1.32 -2.85 -0.24
O 1.24 0.81 -1.48 -0.21
C 0.24 0.00 -1.02 0.06
C 0.76 -1.11 -0.26 -0.08
S -0.29 -2.36 0.09 0.32
C -0.02 -3.56 -1.25 -1.06
C 0.52 -3.21 1.47 -0.88
O -0.96 0.23 -1.22 -0.73
H 2.21 2.63 -4.11 0.37
H 1.83 3.28 -2.49 0.24
H 3.06 2.00 -2.67 0.29
H 0.04 1.71 -2.99 0.31
H 1.22 0.48 -3.55 0.27
H 1.81 -1.13 0.04 0.45
H -0.44 -3.14 -2.17 0.35
H 1.06 -3.72 -1.36 0.32
H -0.53 -4.50 -0.99 0.40
H 0.42 -2.57 2.35 0.21
H 0.00 -4.17 1.63 0.42
H 1.57 -3.37 1.20 0.34